Version w
14
Properties=species:S:1:pos:R:3 method="wB97M-V/def2-TZVPD" multiplicity=1 orbital_gap_ev="7.081 / 7.067"
C 2.10 0.35 0.28
N 1.23 0.55 -0.79
C -0.01 0.09 -0.67
N -1.10 0.45 -1.39
N -2.10 0.08 -0.58
C -1.77 -0.51 0.57
C -0.32 -0.56 0.62
H 0.41 0.11 1.31
H 2.27 -0.70 0.52
H 3.02 0.92 0.19
H 1.39 1.29 -1.46
H -3.04 0.28 -0.89
H -2.53 -0.87 1.25
H 0.11 -1.55 0.84

=====

Version x
14
Properties=species:S:1:pos:R:3 method="wB97M-V/def2-TZVPD" multiplicity=1 orbital_gap_ev=9.302
C -1.18 -1.53 0.51
C 1.08 -0.06 0.33
C 1.36 1.12 -0.56
N -0.56 -0.63 1.38
N -0.82 -0.32 -0.21
C -1.72 0.65 -0.44
N -2.43 1.52 -0.70
H -0.67 -2.43 0.14
H -2.26 -1.65 0.60
H 1.39 -1.03 -0.06
H 1.46 0.09 1.33
H 2.43 1.31 -0.51
H 0.84 2.01 -0.21
H 1.08 0.93 -1.60

=====

Version y
14
Properties=species:S:1:pos:R:3 method="wB97M-V/def2-TZVPD" multiplicity=1 orbital_gap_ev="8.986 / 8.984"
C -0.02 0.08 -0.13
C 1.26 -0.68 -0.15
C -1.61 1.75 0.77
C -0.15 1.38 0.57
N -0.70 -0.70 -0.78
N 1.88 -1.66 -0.49
N 1.65 -2.71 -1.28
H -2.12 1.79 -0.19
H -1.70 2.72 1.26
H -2.11 1.00 1.39
H 0.38 1.33 1.53
H 0.36 2.14 -0.04
H 0.66 -2.91 -1.44
H 2.22 -3.51 -1.03

=====

Version z
14
Properties=species:S:1:pos:R:3 method="wB97M-V/def2-TZVPD" multiplicity=1 orbital_gap_ev=9.113 smiles="C=C1CN(C)N=N1"
C -2.54 -0.18 -0.14
C -1.25 -0.46 -0.35
C -0.21 0.60 -0.22
N 0.87 -0.22 0.27
C 2.24 0.19 0.46
N 0.61 -1.52 -0.04
N -0.57 -1.71 -0.44
H -2.74 0.73 0.43
H -3.39 -0.77 -0.42
H 0.03 1.05 -1.20
H -0.66 1.38 0.40
H 2.83 -0.71 0.64
H 2.31 0.84 1.33
H 2.66 0.71 -0.41

=====

version z (29.3 kcal/mol below the next structure)

=====

Version w
14
Properties=species:S:1:pos:R:3 method="wB97M-V/def2-TZVPD" multiplicity=1 orbital_gap_ev=9.846
H -2.04 -1.59 0.03
N -2.02 -0.73 -0.51
C -0.93 -0.23 -0.13
C 0.01 -0.85 0.88
C 1.36 -0.31 0.42
N 0.99 1.01 -0.08
C -0.27 1.03 -0.65
N -0.68 1.94 -1.43
H -1.65 1.78 -1.70
H -0.25 -0.49 1.88
H -0.03 -1.95 0.90
H 1.75 -0.96 -0.38
H 2.09 -0.25 1.22
H 1.68 1.62 -0.47

=====

Version x
14
Properties=species:S:1:pos:R:3 method="wB97M-V/def2-TZVPD" multiplicity=1 orbital_gap_ev=8.359
C 2.30 0.55 0.32
N 1.30 0.25 -0.70
C -0.09 0.02 -0.39
N 0.09 1.22 -0.85
N -2.70 0.52 -0.07
C -2.26 -0.63 0.27
C -0.86 -0.96 0.12
H 1.77 0.92 1.20
H 2.87 -0.35 0.58
H 2.98 1.32 -0.05
H 1.64 -0.10 -1.59
H -3.70 0.59 0.09
H -2.89 -1.43 0.68
H -0.45 -1.92 0.39

=====

version w (76.3 kcal/mol below the next structure)

=====

Version w
14
Properties=species:S:1:pos:R:3 method="wB97M-V/def2-TZVPD" multiplicity=1 orbital_gap_ev=9.056 smiles="C1=NC12NCCN2"
C 1.35 -1.35 -1.36
N 0.35 -0.97 -2.09
C 0.17 -0.41 -0.83
N -0.73 -0.94 0.07
C -0.99 0.06 1.15
C -0.02 1.24 0.91
N 0.34 0.93 -0.50
H 2.26 -2.06 -1.80
H -1.53 -1.22 -0.45
H -0.59 -0.40 2.01
H -2.04 0.48 1.19
H -0.50 2.17 0.98
H 0.80 1.15 1.70
H 1.13 1.32 -0.99

=====

Version x
14
Properties=species:S:1:pos:R:3 method="wB97M-V/def2-TZVPD" multiplicity=1 orbital_gap_ev=9.715 smiles=NCc1c[nH]cn1
N -2.46 -0.40 0.55
C -1.65 0.55 -0.42
C -0.18 0.35 -0.26
C 0.84 1.10 0.14
N 1.98 0.31 0.25
C 1.55 -0.93 -0.02
N 0.27 -1.03 -0.38
H -2.10 -1.25 0.10
H -1.92 -0.43 1.53
H -1.86 0.34 -1.49
H -2.13 1.64 -0.26
H 1.03 2.26 0.09
H 2.90 0.70 0.60
H 2.25 -1.79 -0.10

=====

version x (49.7 kcal/mol below the next structure)

=====

Version w
16
Properties=species:S:1:pos:R:3 method="wB97M-V/def2-TZVPD" multiplicity=1 orbital_gap_ev=5.741 total_charge=-1 smiles=CNCCC[S-]
C 0.17 0.23 -2.11
N 0.62 -0.89 -1.41
C -0.09 -0.97 -0.03
C 0.38 0.01 1.07
C -0.82 0.68 1.81
S -0.03 1.11 3.29
H -0.87 0.17 -2.56
H 0.80 0.52 -3.03
H 0.15 1.14 -1.42
H 1.58 -0.94 -1.24
H 0.01 -1.95 0.36
H -1.22 -1.01 -0.33
H 0.90 0.93 0.75
H 1.27 -0.42 1.63
H -1.50 -0.07 2.04
H -1.35 1.44 1.19

=====

Version x
16
Properties=species:S:1:pos:R:3 method="wB97M-V/def2-TZVPD" multiplicity=1 orbital_gap_ev=5.720 total_charge=-1 smiles=CNCCC[S-]
C -2.38 1.22 1.15
N -1.89 1.64 -0.15
C -1.12 0.58 -0.82
C 0.29 0.40 -0.28
C 0.92 -0.94 -0.66
S 2.39 -1.40 0.31
H -2.92 0.26 1.14
H -3.02 1.97 1.61
H -1.52 1.08 1.81
H -2.65 1.90 -0.75
H -1.04 0.85 -1.88
H -1.64 -0.38 -0.79
H 0.33 0.51 0.81
H 0.91 1.22 -0.64
H 1.15 -0.91 -1.72
H 0.16 -1.72 -0.54

=====

Version y
16
Properties=species:S:1:pos:R:3 method="wB97M-V/def2-TZVPD" multiplicity=1 orbital_gap_ev=6.062 total_charge=-1 smiles=CCNCC[S-]
C -3.33 0.09 0.36
C -2.04 0.18 -0.30
N -1.18 -0.82 0.14
C 0.39 -0.77 -0.38
C 1.04 0.32 0.35
S 2.81 0.44 -0.13
H -3.29 0.64 1.34
H -3.62 -1.01 0.52
H -4.10 0.60 -0.27
H -2.18 -0.14 -1.35
H -1.69 1.25 -0.26
H -0.91 -0.72 1.20
H 0.69 -1.81 -0.33
H 0.40 -0.47 -1.46
H 0.53 1.16 0.06
H 1.03 0.29 1.50

=====

version x (22.1 kcal/mol below the next structure)

=====

Version w
22
Properties=species:S:1:pos:R:3 method="wB97M-V/def2-TZVPD" multiplicity=3 orbital_gap_ev="7.774 / 5.815" total_charge=+1
C -1.88 -0.50 0.30
C 2.79 -0.67 4.65
C -1.56 1.17 -1.37
C -0.41 0.42 -1.88
C -0.45 -1.09 0.02
C 1.39 0.36 -0.17
N -2.24 0.48 -0.38
N 1.67 -0.91 4.37
N 0.26 -0.89 1.31
N 0.35 -0.29 -0.91
N 1.19 -0.03 1.22
O 0.54 -1.13 4.07
H -2.43 -0.79 1.09
H 3.67 -0.11 4.71
H -1.16 2.26 -1.03
H -2.15 1.34 -2.26
H -0.72 -0.24 -2.72
H 0.21 1.06 -2.35
H -0.42 -2.09 -0.10
H 2.36 0.04 -0.37
H 0.25 -1.28 2.25
H 1.57 1.42 -0.53

=====

Version x
22
Properties=species:S:1:pos:R:3 method="wB97M-V/def2-TZVPD" multiplicity=3 orbital_gap_ev="5.466 / 5.557" total_charge=+1
C 0.64 1.72 -0.12
C -1.61 0.80 0.22
C 2.04 -0.17 -0.51
C 0.42 -0.53 0.39
C 3.14 -0.74 0.29
C -3.65 -0.57 -0.24
N -0.28 -1.58 -0.10
N -1.48 -1.55 -0.25
N -0.19 0.78 0.19
N -2.23 -0.39 -0.06
N 1.84 1.31 -0.39
O -2.18 1.87 0.36
H 0.33 2.70 0.18
H 1.96 -0.66 -1.51
H 0.60 -0.57 1.46
H 3.53 -0.07 1.13
H 4.02 -1.01 -0.41
H 2.73 -1.67 0.64
H -4.09 0.48 0.00
H -4.05 -0.94 -1.30
H -4.04 -1.25 0.53
H 2.58 2.03 -0.51

=====

version x (34.8 kcal/mol below the next structure)

=====

Version w
11
Properties=species:S:1:pos:R:3 method="wB97M-V/def2-TZVPD" multiplicity=1 orbital_gap_ev=9.181 smiles="[H]/N=c1/ncn(S)[nH]1"
H -2.77 -1.59 -0.73
N -2.76 -0.58 -0.49
C -1.60 -0.16 0.05
N -1.26 1.24 -0.04
C 0.03 1.34 0.20
N 0.72 0.07 0.47
S 2.17 -0.27 -0.39
N -0.38 -0.93 0.56
H 0.67 2.34 -0.03
H 2.88 -0.77 0.70
H -0.42 -1.39 1.44

=====

Version x
11
Properties=species:S:1:pos:R:3 method="wB97M-V/def2-TZVPD" multiplicity=1 orbital_gap_ev=10.189 smiles=NNc1cnns1
N -1.07 0.00 1.68
N 0.29 -0.23 1.46
C 0.63 -0.12 -0.19
C -0.32 -0.17 -1.11
N 0.20 -0.01 -2.32
N 1.41 0.35 -2.38
S 2.13 0.22 -0.85
H -1.39 0.74 1.15
H -1.54 -0.89 1.74
H 1.00 0.51 1.79
H -1.34 -0.39 -0.96

=====

version w (9.7 kcal/mol below the next structure)

=====

Version w
11
Properties=species:S:1:pos:R:3 method="wB97M-V/def2-TZVPD" multiplicity=1 orbital_gap_ev=9.344 smiles=Nc1nn[nH]c1S
N -0.50 1.83 0.03
C -0.53 0.44 -0.11
N -1.70 -0.24 -0.08
N -1.43 -1.53 -0.04
N -0.11 -1.67 -0.08
C 0.53 -0.46 -0.09
S 2.27 -0.26 -0.14
H -1.47 2.18 -0.06
H 0.17 2.29 -0.57
H 0.27 -2.58 -0.01
H 2.50 0.00 1.16

=====

Version x
11
Properties=species:S:1:pos:R:3 method="wB97M-V/def2-TZVPD" multiplicity=1 orbital_gap_ev="7.089 / 7.089"
C 0.01 0.41 -0.93
C -2.01 0.71 0.68
N -1.13 0.82 -1.47
N -2.10 0.86 -0.60
N 0.09 0.08 0.32
N 1.17 -0.36 1.06
S -2.67 0.45 2.01
H 1.02 0.45 -1.59
H -2.95 1.18 -1.03
H 0.87 -0.52 1.97
H 2.03 0.18 0.92

=====

version w (81.8 kcal/mol below the next structure)

=====

Version w
14
Properties=species:S:1:pos:R:3 method="wB97M-V/def2-TZVPD" multiplicity=1 orbital_gap_ev=9.421
C -1.50 -0.64 -0.83
C -0.62 1.00 0.50
N -1.37 0.76 -0.63
O 2.41 -1.33 1.24
O 0.69 0.35 0.60
S 3.12 0.49 -0.87
S 1.91 -0.75 -0.17
H -0.72 -1.26 -0.60
H -2.35 -0.92 -0.05
H -1.94 -0.78 -1.82
H -1.22 0.52 1.40
H -0.44 2.07 0.71
H 2.85 -0.73 1.93
H -0.83 1.24 -1.40

=====

Version x
14
Properties=species:S:1:pos:R:3 method="wB97M-V/def2-TZVPD" multiplicity=1 orbital_gap_ev="7.479 / 7.799"
C 0.74 0.30 -1.68
C -0.38 0.62 0.59
N 0.66 0.47 1.56
O -2.58 -0.07 -0.74
O -1.79 -1.34 1.22
S 2.27 0.39 -0.88
S -1.37 -0.70 -0.32
H 0.69 1.20 -2.22
H 0.57 -0.58 -2.30
H -0.54 1.73 0.35
H 0.58 -0.39 2.09
H 1.57 0.91 1.28
H -2.55 -1.92 1.19
H 2.13 -0.61 -0.13

=====

version w (48.5 kcal/mol below the next structure)

=====

Version w
15
Properties=species:S:1:pos:R:3 method="wB97M-V/def2-TZVPD" multiplicity=1 orbital_gap_ev=9.345
C 0.29 -1.48 0.33
C 0.07 0.02 0.10
C -0.38 0.23 -1.37
C 1.19 1.53 1.38
H -0.65 -1.98 0.43
H 0.89 -1.61 1.21
H 0.81 -2.00 -0.52
H -0.76 1.29 -1.43
H 0.48 0.13 -2.03
H -2.70 -0.54 -1.17
H 2.17 1.99 1.57
N 0.15 1.60 2.08
O 1.26 0.72 0.27
S -1.70 -0.72 -2.06
S -1.13 0.84 1.21

=====

Version x
15
Properties=species:S:1:pos:R:3 method="wB97M-V/def2-TZVPD" multiplicity=1 orbital_gap_ev=7.989
C -1.17 0.14 -0.92
C -0.93 -0.31 0.44
C 0.47 -0.36 0.86
C 1.73 -0.11 0.08
H -2.40 1.40 -0.90
H -0.13 0.05 -1.46
H -1.76 -0.62 -1.44
H -1.95 -0.35 1.07
H 0.01 -2.11 -0.20
H 0.49 -0.04 1.84
H 2.31 1.79 1.80
N -0.18 -1.60 0.59
O -1.43 1.55 -0.89
S 2.39 1.56 0.10
S 2.56 -0.96 -0.96

=====

version w (89.6 kcal/mol below the next structure)

=====

Version w
10
Properties=species:S:1:pos:R:3 method="wB97M-V/def2-TZVPD" multiplicity=1 orbital_gap_ev=9.110
C 0.27 0.16 0.18
C -0.59 1.07 -0.45
N 1.31 0.33 0.80
N -0.54 -1.61 -0.21
Cl 0.45 2.20 -1.60
Cl 0.63 -2.68 0.40
H -1.03 1.71 0.29
H -1.30 0.54 -1.03
H 2.01 -0.36 1.13
H -1.22 -1.36 0.50

=====

Version x
10
Properties=species:S:1:pos:R:3 method="wB97M-V/def2-TZVPD" multiplicity=1 orbital_gap_ev=9.532
N -1.72 -0.03 -0.94
N -1.88 -0.32 0.36
C -0.84 -0.36 1.06
C 0.49 0.08 0.78
Cl 1.11 -1.23 -0.37
Cl 0.67 1.49 -0.10
H -0.68 0.18 -1.33
H -2.41 0.34 -1.63
H -1.05 -0.79 2.14
H 1.19 -0.03 1.69

=====

version x (21.5 kcal/mol below the next structure)

=====

Version w
15
Properties=species:S:1:pos:R:3 method="wB97M-V/def2-TZVPD" multiplicity=2 orbital_gap_ev="9.339 / 4.442" total_charge=+1
C 0.45 -1.54 -3.65
O -0.63 -1.29 -2.79
H 0.21 -1.19 -4.69
H 1.36 -1.11 -3.27
H 0.56 -2.63 -3.60
H -1.54 -1.26 -3.06
C 0.60 -0.43 2.28
S 0.22 1.28 2.07
C -0.83 1.11 0.65
H 0.56 -0.93 1.32
H -0.07 -0.92 3.06
H 1.60 -0.58 2.64
H -1.26 0.13 0.58
H -1.66 1.95 0.83
H -0.28 1.48 -0.18

=====

Version x
15
Properties=species:S:1:pos:R:3 method="wB97M-V/def2-TZVPD" multiplicity=2 orbital_gap_ev="8.402 / 7.187" total_charge=+1
C 1.10 -1.47 -0.71
C 0.06 -0.11 -1.41
C 1.47 -0.10 -1.31
S 0.31 0.84 1.58
H 1.32 -1.39 0.41
H 0.20 -2.24 -0.74
H 1.88 -2.15 -1.15
H -0.37 -0.32 -2.48
H -0.55 0.68 -0.94
H 2.14 -0.09 -2.22
H 2.13 0.47 -0.49
H 0.72 2.16 1.67
H -2.04 0.11 0.56
H -3.07 0.56 -0.55
O -2.89 -0.14 0.14

=====

version w (66.6 kcal/mol below the next structure)

=====

Version w
16
Properties=species:S:1:pos:R:3 method="wB97M-V/def2-TZVPD" multiplicity=1 orbital_gap_ev=9.781
H 0.78 0.04 -0.31
O 1.07 -0.29 -1.52
N 0.25 0.61 0.74
H 1.94 -0.86 -1.52
H 0.67 1.51 0.70
C 0.63 0.12 2.16
H 1.69 0.06 2.25
H 0.29 0.90 2.97
H 0.14 -0.71 2.58
C -1.17 0.65 0.53
H -1.28 1.35 -0.43
H -1.70 -0.26 0.37
H -1.78 1.20 1.21
O -0.76 -1.51 -3.59
H -0.63 -2.00 -2.78
H -0.17 -0.80 -3.35

=====

Version x
16
Properties=species:S:1:pos:R:3 method="wB97M-V/def2-TZVPD" multiplicity=1 orbital_gap_ev=10.879 smiles=CCN.O.O
C -1.44 -1.22 0.76
C -1.15 0.10 0.05
N -0.24 -0.11 -1.13
H -2.21 -1.83 0.31
H -1.74 -0.96 1.78
H -0.55 -1.82 0.97
H -0.63 0.75 0.75
H -2.07 0.56 -0.29
H -0.39 0.65 -1.76
H -0.50 -1.00 -1.50
O 2.27 -1.21 0.20
H 2.90 -0.53 -0.07
H 1.41 -0.83 -0.04
O 1.65 2.80 -0.02
H 1.01 2.54 0.65
H 1.68 2.10 -0.66

=====

version x (40.2 kcal/mol below the next structure)

=====

Version w
9
Properties=species:S:1:pos:R:3 method="wB97M-V/def2-TZVPD" multiplicity=1 orbital_gap_ev=9.368
C -0.16 -0.03 0.94
C -0.01 0.45 -1.45
N 0.22 -0.22 -0.20
S 0.18 -0.83 2.43
Cl -1.39 1.17 1.46
Cl 1.49 -2.37 1.96
H 0.80 1.03 -1.67
H -0.82 1.10 -1.39
H -0.32 -0.30 -2.08

=====

Version x
9
Properties=species:S:1:pos:R:3 method="wB97M-V/def2-TZVPD" multiplicity=1 orbital_gap_ev=9.997 smiles="S/N=C/C(Cl)Cl"
S -0.29 2.58 0.34
N 0.08 0.93 0.60
C -0.16 0.12 -0.35
C 0.17 -1.33 -0.13
Cl 1.38 -1.86 -1.32
Cl -1.32 -2.30 -0.26
H 0.12 2.94 1.55
H -0.57 0.40 -1.31
H 0.60 -1.48 0.88

=====

version x (3.3 kcal/mol below the next structure)

=====

Version w
11
Properties=species:S:1:pos:R:3 method="wB97M-V/def2-TZVPD" multiplicity=1 orbital_gap_ev=4.978
N -0.04 -0.69 -0.96
C 0.48 0.24 0.04
O -2.15 0.72 -0.86
H 1.14 0.93 -0.51
H -0.96 -0.35 -1.25
H 1.19 -0.35 0.81
H -0.40 0.68 0.56
H -3.04 0.94 -1.15
H 0.61 -0.86 -1.73
H 1.67 -0.98 2.86
O 1.52 -0.29 2.20

=====

Version x
11
Properties=species:S:1:pos:R:3 method="wB97M-V/def2-TZVPD" multiplicity=1 orbital_gap_ev=10.451 smiles=NCO.O
N -0.35 -0.64 -0.98
C -0.19 0.82 -0.65
O 1.05 1.06 -0.04
H 0.61 -0.97 -0.97
H -0.82 -0.56 -1.86
H -1.00 0.97 0.07
H -0.17 1.37 -1.59
H 0.92 0.85 0.90
O -0.03 -0.59 1.77
H -0.58 -1.11 1.18
H 0.56 -1.22 2.17

=====

version x (161.4 kcal/mol below the next structure)

=====

Version w
11
Properties=species:S:1:pos:R:3 method="wB97M-V/def2-TZVPD" multiplicity=1 orbital_gap_ev=9.883 smiles=NCO.O
N 1.83 -2.20 -2.20
C 0.61 -1.49 -2.17
O 0.74 -0.46 -1.19
H 2.23 -2.33 -1.26
H 1.74 -3.11 -2.66
H 0.14 -1.15 -3.14
H -0.26 -2.21 -1.84
H 0.07 0.22 -1.43
O -2.65 4.23 5.60
H -1.80 4.69 5.56
H -2.65 3.80 4.73

=====

Version x
11
Properties=species:S:1:pos:R:3 method="wB97M-V/def2-TZVPD" multiplicity=1 orbital_gap_ev=11.276 smiles="C=N.O.O"
C 1.48 0.00 0.57
N 0.30 0.09 1.11
H 1.66 -0.18 -0.59
H 2.42 -0.04 1.23
H 0.31 0.17 2.14
O -2.63 0.03 0.42
H -2.11 0.11 1.06
H -2.36 -0.62 -0.25
O 0.20 0.04 -2.22
H 0.49 -0.48 -1.43
H 0.25 0.88 -2.02

=====

version w (38.1 kcal/mol below the next structure)

=====

Version w
3
Properties=species:S:1:pos:R:3 method="wB97M-V/def2-TZVPD" multiplicity=1 orbital_gap_ev=12.724 smiles=O
O 0.24 0.13 -0.28
H -0.33 -0.65 -0.31
H 0.10 0.52 0.59

=====

Version x
3
Properties=species:S:1:pos:R:3 method="wB97M-V/def2-TZVPD" multiplicity=1 orbital_gap_ev=12.891 smiles=O
O 0.05 -0.10 -0.04
H -0.20 0.65 -0.52
H -0.17 0.12 0.82

=====

Version y
3
Properties=species:S:1:pos:R:3 method="wB97M-V/def2-TZVPD" multiplicity=1 orbital_gap_ev=10.388
O -0.80 0.16 0.00
H -0.50 -0.80 0.02
H 0.69 0.73 -0.02

=====

version w (3.0 kcal/mol below the next structure)